Entry 1:
Density functional theory data (ωB97M-V/def2-TZVPD) for C5H7NO in the gas phase at a distorted geometry.

```
! RIJCOSX wB97M-V def2-TZVPD def2/J DEFGRID3
* xyz 0 1
C 0.1557 1.8506 0.5040
C 0.1066 0.5561 -0.3080
C 1.4249 0.2042 -0.8558
N 2.4644 -0.0854 -1.2733
C -0.4011 -0.6363 0.5404
O -0.4281 -0.5586 1.7445
C -0.8606 -1.8520 -0.2243
H 0.7635 1.7117 1.4000
H 0.5700 2.6665 -0.0933
H -0.8560 2.1202 0.8190
H -0.5682 0.6679 -1.1674
H -1.1714 -2.6298 0.4748
H -0.0588 -2.2278 -0.8696
H -1.7036 -1.5841 -0.8721
*
```

Values from the calculation:
**Energy above the lowest of the compared OMol25 structures with the same formula, charge and spin**: 48.25 kJ/mol
**Structure (SMILES)**: CC(=O)[C@@H](C)C#N
**Gap between HOMO and LUMO**: 11.00 eV
**Largest force on an atom**: 1.1 eV/Å
**E_HOMO**: -10.33 eV



Entry 2:
Density functional theory data (ωB97M-V/def2-TZVPD) for C5H8N2 in the gas phase at a distorted geometry.

```
! RIJCOSX wB97M-V def2-TZVPD def2/J DEFGRID3
* xyz 0 1
C -2.4197 -0.2633 0.2810
C -0.8821 1.4688 -0.3013
C -1.2476 0.3957 0.6387
C 1.6175 -1.3973 -0.2767
C 1.3132 0.0887 0.0583
N -3.3885 -0.7459 -0.0815
N -0.0981 0.3401 -0.4875
H -1.5143 1.5499 -1.1611
H -0.5130 2.4544 0.0779
H -0.9864 0.5554 1.7401
H 1.8246 -1.5951 -1.2939
H 2.4240 -1.8035 0.2659
H 0.6698 -1.9215 -0.0819
H 1.3062 0.1126 1.1264
H 1.8943 0.7608 -0.5044
*
```

Values from the calculation:
**Energy above the lowest of the compared OMol25 structures with the same formula, charge and spin**: 267.22 kJ/mol
**Structure (SMILES)**: CCN1C[C@H]1C#N
**Gap between HOMO and LUMO**: 10.73 eV
**Largest force on an atom**: 3.4 eV/Å
**E_HOMO**: -9.82 eV



Entry 3:
Density functional theory data (ωB97M-V/def2-TZVPD) for a molecular structure, C43H50AsF10HfN7O2Si3 at a distorted geometry.

```
! RIJCOSX wB97M-V def2-TZVPD def2/J DEFGRID3
* xyz 0 1
Hf -1.0910 -0.2361 1.6950
C -3.5776 2.3501 1.4700
N -3.4035 1.0882 2.1903
C -4.4810 0.1582 1.8386
C -4.1393 -0.5461 0.5685
N -2.8198 -1.1702 0.6325
C -2.8224 -2.5122 0.2091
C -3.7853 -3.4473 0.5849
F -4.7397 -3.1090 1.4594
C -3.7880 -4.7552 0.1373
F -4.7252 -5.5970 0.5719
C -2.8278 -5.2075 -0.7292
F -2.8437 -6.4598 -1.1688
C -1.8576 -4.3237 -1.1519
F -0.9424 -4.7133 -2.0408
C -1.8740 -3.0300 -0.6934
F -1.0014 -2.1932 -1.2332
C -3.3802 1.3466 3.6324
C -3.0836 0.0806 4.3874
N -1.9394 -0.5885 3.7881
C -1.3913 -1.6083 4.5491
C -2.0019 -2.4333 5.4952
F -3.3160 -2.3502 5.7422
C -1.2970 -3.3870 6.2113
F -1.9398 -4.1313 7.1071
C 0.0487 -3.5892 6.0119
F 0.7074 -4.5208 6.6926
C 0.7000 -2.7803 5.1061
F 2.0113 -2.9000 4.9102
C -0.0193 -1.8207 4.4444
F 0.6283 -0.9232 3.6929
H -4.5511 2.8034 1.6946
H -3.5023 2.1881 0.3970
H -2.7989 3.0418 1.7683
H -5.4350 0.6873 1.7293
H -4.5981 -0.5854 2.6208
H -4.1263 0.1787 -0.2490
H -4.9224 -1.2612 0.3361
H -4.3353 1.7648 3.9718
H -2.5989 2.0773 3.8239
H -3.9652 -0.5563 4.4216
H -2.8583 0.3521 5.4218
C 4.5316 2.0651 -4.3021
O 5.5322 2.0479 -3.3010
C 5.6213 0.9371 -2.5377
C 6.5533 0.9756 -1.5007
C 6.7030 -0.1072 -0.6609
C 5.8766 -1.2229 -0.7951
C 4.9775 -1.2724 -1.8465
C 4.8636 -0.2062 -2.7337
N 6.1299 -2.3663 0.0254
N 5.2389 -3.0452 0.5502
C 3.8650 -2.6590 0.7001
C 2.9473 -3.6662 0.5800
C 1.5847 -3.4635 0.8276
C 1.1039 -2.2333 1.1737
O -0.1700 -2.0146 1.4759
C 2.0144 -1.1515 1.2467
N 1.4748 0.0795 1.5348
C 2.2922 1.0342 1.8961
C 3.6814 0.8462 2.0163
C 4.2337 -0.3430 1.6311
C 3.4020 -1.3759 1.1411
H 4.6087 3.0309 -4.7868
H 3.5343 1.9576 -3.8713
H 4.6896 1.2786 -5.0436
H 7.1570 1.8688 -1.3832
H 7.4475 -0.0896 0.1280
H 4.3853 -2.1692 -1.9996
H 4.1611 -0.2795 -3.5570
H 3.2982 -4.6446 0.2712
H 0.8900 -4.2953 0.7669
H 1.8462 1.9923 2.1392
H 4.2892 1.6445 2.4190
H 5.2925 -0.5210 1.7623
N -0.3245 2.9417 2.5364
C -0.5989 1.8408 2.3232
C -3.0016 -0.7414 -2.8875
Si -2.5450 1.0512 -2.6418
C -4.0734 2.0515 -2.2044
C -2.1547 1.6699 -4.3649
As -0.9114 1.1632 -0.8792
Si 0.9964 0.5018 -2.2423
C 1.0720 1.0791 -4.0303
C 1.3562 -1.3189 -2.4544
C 2.4551 1.2873 -1.3727
Si -0.4662 3.5569 -1.0351
C 1.1676 4.1297 -0.3319
C -0.5383 4.2544 -2.7757
C -1.7692 4.5343 -0.1185
H -3.7591 -0.8231 -3.6761
H -3.4022 -1.2007 -1.9793
H -2.1260 -1.3240 -3.1993
H -4.7340 2.0728 -3.0794
H -3.8092 3.0892 -1.9635
H -4.6499 1.6470 -1.3696
H -3.0643 1.5103 -4.9536
H -1.3418 1.1245 -4.8483
H -1.9150 2.7360 -4.3984
H 0.5217 0.3959 -4.6844
H 2.1287 1.0374 -4.3253
H 0.7130 2.0897 -4.2180
H 0.5411 -1.8528 -2.9505
H 1.5657 -1.8298 -1.5103
H 2.2486 -1.3936 -3.0911
H 2.9842 1.9897 -2.0273
H 3.1759 0.5298 -1.0524
H 2.1331 1.8385 -0.4974
H 2.0029 3.9678 -1.0175
H 1.3935 3.6446 0.6215
H 1.0874 5.2059 -0.1380
H -0.0291 3.6388 -3.5157
H -0.0524 5.2361 -2.7664
H -1.5750 4.3909 -3.1029
H -1.6354 4.4338 0.9622
H -2.7917 4.2364 -0.3779
H -1.6476 5.5949 -0.3758
*
```

Values from the calculation:
**Energy above the lowest of the compared OMol25 structures with the same formula, charge and spin**: 54.16 kJ/mol
**Gap between HOMO and LUMO**: 6.92 eV
**Largest force on an atom**: 2.9 eV/Å
**E_HOMO**: -7.63 eV



Entry 4:
Density functional theory data (ωB97M-V/def2-TZVPD) for C5H7N in the gas phase.

```
! RIJCOSX wB97M-V def2-TZVPD def2/J DEFGRID3
* xyz 0 1
C -0.1127 1.3593 -0.7286
C -0.1651 -0.0004 -0.0615
C -0.8070 -0.0780 1.2762
N -1.5118 -0.5639 0.0970
C 1.0077 -0.8317 -0.2900
C 2.0485 -1.4112 -0.4765
H 0.0981 1.2846 -1.7995
H 0.6741 1.9604 -0.2595
H -1.0772 1.8566 -0.5898
H -0.4104 -0.8127 1.9739
H -1.2036 0.8330 1.7185
H -1.5184 -1.5764 0.1183
H 2.9796 -1.9163 -0.6208
*
```

Values from the calculation:
**Energy above the lowest of the compared OMol25 structures with the same formula, charge and spin**: 275.77 kJ/mol
**Structure (SMILES)**: C#C[C@]1(C)CN1
**Gap between HOMO and LUMO**: 10.41 eV
**Largest force on an atom**: 0.5 eV/Å
**E_HOMO**: -9.32 eV